{
  "formula": "C17H27F7INO9PS",
  "method": "ωB97M-V/def2-TZVPD",
  "multiplicity": 1,
  "total_charge": 1,
  "largest_force_ha_per_bohr": 0.0955,
  "de_lowest_kcal_mol": 0.0,
  "energy_ha": -3131.904459,
  "symbols": ["C", "C", "I", "C", "N", "C", "C", "C", "O", "P", "O", "O", "S", "O", "O", "C", "F", "F", "C", "F", "F", "C", "F", "F", "F", "H", "H", "H", "H", "H", "H", "H", "H", "H", "H", "H", "H", "H", "H", "H", "O", "C", "O", "C", "C", "C", "H", "H", "H", "H", "H", "H", "O", "C", "O", "C", "C", "C", "H", "H", "H", "H", "H", "H"],
  "positions_angstrom": [[0.111, -1.271, -2.763], [-1.097, -0.411, -2.395], [-2.565, -1.481, -1.198], [-0.838, 1.050, -2.017], [-0.260, 1.402, -0.664], [-1.205, 1.302, 0.489], [-2.595, 1.915, 0.325], [-3.151, 2.007, 1.756], [-2.861, 0.801, 2.451], [1.287, 0.474, -0.082], [2.349, 0.259, -1.266], [0.899, -0.983, 0.491], [0.290, 3.094, -0.881], [1.519, 3.122, -1.577], [-0.663, 3.805, -1.633], [0.499, 4.084, 0.693], [0.804, 5.255, 0.204], [-0.676, 4.274, 1.251], [1.636, 3.734, 1.717], [2.143, 4.888, 2.119], [2.655, 3.104, 1.172], [1.252, 2.978, 3.028], [1.140, 1.673, 2.890], [2.260, 3.174, 3.855], [0.179, 3.450, 3.626], [0.649, -0.843, -3.629], [0.768, -1.528, -1.934], [-0.294, -2.218, -3.127], [-1.638, -0.330, -3.337], [-1.747, 1.602, -2.250], [-0.121, 1.435, -2.755], [-0.779, 1.755, 1.389], [-1.358, 0.264, 0.787], [-3.255, 1.360, -0.339], [-2.582, 2.939, -0.061], [-2.664, 2.826, 2.300], [-4.220, 2.213, 1.763], [-1.976, 0.915, 2.818], [2.072, 0.618, -2.128], [0.402, -0.937, 1.330], [1.324, -1.092, -5.411], [2.352, -1.662, -5.159], [2.961, -1.584, -3.954], [4.224, -2.283, -3.997], [4.093, -3.263, -5.150], [3.170, -2.511, -6.105], [5.018, -1.552, -4.158], [4.393, -2.781, -3.045], [5.050, -3.542, -5.586], [3.601, -4.175, -4.808], [3.724, -1.854, -6.778], [2.533, -3.183, -6.673], [-0.800, -1.272, 3.344], [-1.629, -1.883, 3.974], [-2.922, -2.008, 3.597], [-3.660, -2.699, 4.628], [-2.622, -3.475, 5.415], [-1.403, -2.573, 5.302], [-4.178, -1.956, 5.237], [-4.397, -3.352, 4.166], [-2.926, -3.684, 6.438], [-2.420, -4.428, 4.924], [-1.379, -1.819, 6.090], [-0.476, -3.141, 5.291]],
  "lowdin_charge": [-0.17, -0.70, 0.96, -0.22, -0.34, -0.26, -0.16, -0.21, -0.07, 0.95, -0.18, -0.19, 0.73, -0.21, -0.19, -0.48, 0.18, 0.16, -0.40, 0.19, 0.17, -0.59, 0.17, 0.21, 0.20, 0.05, 0.05, 0.08, 0.08, 0.13, 0.13, 0.10, 0.06, 0.08, 0.11, 0.12, 0.13, 0.06, 0.08, 0.05, 0.10, -0.47, 0.00, -0.14, -0.15, -0.06, 0.13, 0.13, 0.12, 0.12, 0.14, 0.13, 0.08, -0.46, 0.03, -0.14, -0.15, -0.07, 0.13, 0.13, 0.12, 0.12, 0.14, 0.13]
}

{
  "formula": "C6H3Br3F3N3",
  "method": "ωB97M-V/def2-TZVPD",
  "multiplicity": 1,
  "largest_force_ha_per_bohr": 0.0940,
  "de_lowest_kcal_mol": 31.9,
  "energy_ha": -8416.197313,
  "symbols": ["C", "C", "C", "C", "C", "C", "N", "N", "N", "F", "F", "F", "Br", "Br", "Br", "H", "H", "H"],
  "positions_angstrom": [[-0.633, -0.562, -0.805], [0.301, 1.372, -0.214], [0.886, -0.471, 0.751], [-2.432, -1.967, -1.519], [0.412, 2.855, -0.458], [1.824, -1.095, 1.812], [-0.564, 0.764, -0.981], [0.057, -1.274, 0.026], [1.131, 0.762, 0.665], [-3.321, -0.979, -1.538], [-0.804, 3.307, -0.783], [2.099, -2.345, 1.518], [-2.343, -3.087, -0.020], [1.657, 3.252, -2.050], [0.830, -1.238, 3.657], [-2.340, -2.465, -2.456], [0.709, 3.508, 0.364], [2.531, -0.336, 2.031]],
  "lowdin_charge": [-0.14, -0.34, -0.38, -0.60, -0.59, -0.55, 0.18, 0.12, 0.20, -0.04, -0.03, 0.01, 0.77, 0.61, 0.54, 0.05, 0.11, 0.08]
}

{
  "formula": "C3H12N",
  "method": "ωB97M-V/def2-TZVPD",
  "multiplicity": 1,
  "total_charge": 1,
  "largest_force_ha_per_bohr": 0.0802,
  "de_lowest_kcal_mol": 34.7,
  "energy_ha": -175.942146,
  "symbols": ["N", "H", "H", "H", "H", "C", "C", "C", "H", "H", "H", "H", "H", "H", "H", "H"],
  "positions_angstrom": [[-2.269, 0.520, -1.456], [-1.427, 0.694, -0.888], [-3.008, 0.353, -0.704], [-2.451, 1.254, -2.137], [-2.138, -0.406, -1.918], [0.511, 0.980, 0.275], [0.568, -0.390, 1.075], [1.734, -1.288, 0.540], [1.369, 1.673, 0.594], [-0.452, 1.554, 0.290], [0.679, 0.807, -0.745], [-0.525, -0.904, 0.827], [0.683, -0.233, 2.160], [1.834, -2.294, 1.140], [1.672, -1.401, -0.519], [2.765, -0.544, 0.752]],
  "lowdin_charge": [0.31, 0.07, 0.20, 0.16, 0.17, -0.16, -0.32, -0.14, 0.11, 0.06, 0.03, 0.12, 0.09, 0.10, 0.03, 0.15]
}

{
  "formula": "C2H8N5",
  "method": "ωB97M-V/def2-TZVPD",
  "multiplicity": 1,
  "total_charge": 1,
  "largest_force_ha_per_bohr": 0.0730,
  "de_lowest_kcal_mol": 119.2,
  "energy_ha": -354.366767,
  "symbols": ["C", "C", "N", "N", "N", "N", "N", "H", "H", "H", "H", "H", "H", "H", "H"],
  "positions_angstrom": [[1.944, -0.524, -0.645], [-1.669, -1.360, -0.271], [1.555, -0.830, -1.987], [0.326, -1.072, -1.964], [0.737, -0.406, 0.155], [-0.141, -0.855, -0.642], [0.311, 1.578, 0.538], [2.289, -1.386, -0.034], [2.701, 0.345, -0.712], [-2.030, -1.350, 0.736], [-2.355, -0.798, -0.832], [-1.819, -2.424, -0.541], [-0.337, 2.056, -0.056], [1.129, 2.090, 0.715], [-0.102, 1.500, 1.387]],
  "lowdin_charge": [-0.18, 0.11, 0.09, 0.11, 0.07, -0.13, 0.15, 0.17, 0.17, 0.08, 0.06, 0.10, 0.09, 0.07, 0.04]
}

{
  "formula": "C12H11F5NO9P2Zn",
  "method": "ωB97M-V/def2-TZVPD",
  "multiplicity": 1,
  "total_charge": -1,
  "largest_force_ha_per_bohr": 0.0748,
  "energy_ha": -4157.593112,
  "symbols": ["Zn", "C", "C", "O", "P", "O", "O", "O", "P", "O", "O", "O", "H", "H", "H", "H", "H", "H", "H", "O", "C", "N", "C", "O", "C", "C", "C", "C", "C", "C", "H", "H", "H", "H", "F", "C", "F", "C", "F", "F", "F"],
  "positions_angstrom": [[8.142, 10.461, 7.138], [5.635, 7.601, 10.424], [6.210, 8.516, 9.376], [5.098, 9.245, 8.761], [7.444, 9.581, 10.192], [8.311, 8.675, 11.115], [6.649, 10.484, 11.254], [8.216, 10.387, 9.201], [7.223, 7.648, 8.075], [6.194, 6.611, 7.442], [8.222, 6.923, 8.946], [7.449, 8.620, 6.926], [5.215, 8.253, 11.176], [6.312, 6.831, 10.804], [4.763, 7.122, 9.939], [5.455, 9.848, 8.092], [8.510, 7.857, 10.518], [6.500, 11.291, 10.628], [5.730, 6.791, 6.681], [6.028, 12.434, 9.415], [5.945, 12.509, 8.219], [6.377, 11.689, 7.269], [5.992, 12.157, 6.071], [6.185, 11.654, 5.000], [5.499, 13.593, 6.213], [4.965, 14.529, 5.313], [4.330, 15.642, 5.829], [4.300, 15.889, 7.241], [4.778, 14.924, 8.128], [5.402, 13.809, 7.579], [4.827, 14.176, 4.257], [3.777, 16.376, 5.247], [3.885, 16.782, 7.670], [4.687, 15.013, 9.196], [11.017, 11.339, 6.891], [9.805, 11.529, 6.272], [9.978, 11.398, 4.890], [9.659, 13.073, 6.480], [8.381, 13.421, 6.342], [10.329, 13.865, 5.621], [10.072, 13.430, 7.710]],
  "lowdin_charge": [0.79, -0.08, -0.58, -0.05, 0.45, -0.12, -0.13, -0.30, 0.38, -0.08, -0.31, -0.34, 0.08, 0.09, 0.10, 0.04, 0.10, 0.07, 0.04, 0.07, -0.44, 0.08, -0.49, 0.09, -0.09, -0.02, -0.08, -0.07, -0.02, -0.07, 0.13, 0.09, 0.09, 0.11, 0.00, -0.33, -0.01, -0.59, 0.13, 0.13, 0.13]
}

- Number 4 is which compound?
  C2H8N5

- What is the multiplicity in the second record?
  1

Copy entry 2 word for word.
{
  "formula": "C6H3Br3F3N3",
  "method": "ωB97M-V/def2-TZVPD",
  "multiplicity": 1,
  "largest_force_ha_per_bohr": 0.0940,
  "de_lowest_kcal_mol": 31.9,
  "energy_ha": -8416.197313,
  "symbols": ["C", "C", "C", "C", "C", "C", "N", "N", "N", "F", "F", "F", "Br", "Br", "Br", "H", "H", "H"],
  "positions_angstrom": [[-0.633, -0.562, -0.805], [0.301, 1.372, -0.214], [0.886, -0.471, 0.751], [-2.432, -1.967, -1.519], [0.412, 2.855, -0.458], [1.824, -1.095, 1.812], [-0.564, 0.764, -0.981], [0.057, -1.274, 0.026], [1.131, 0.762, 0.665], [-3.321, -0.979, -1.538], [-0.804, 3.307, -0.783], [2.099, -2.345, 1.518], [-2.343, -3.087, -0.020], [1.657, 3.252, -2.050], [0.830, -1.238, 3.657], [-2.340, -2.465, -2.456], [0.709, 3.508, 0.364], [2.531, -0.336, 2.031]],
  "lowdin_charge": [-0.14, -0.34, -0.38, -0.60, -0.59, -0.55, 0.18, 0.12, 0.20, -0.04, -0.03, 0.01, 0.77, 0.61, 0.54, 0.05, 0.11, 0.08]
}

Repeat the third record exactly.
{
  "formula": "C3H12N",
  "method": "ωB97M-V/def2-TZVPD",
  "multiplicity": 1,
  "total_charge": 1,
  "largest_force_ha_per_bohr": 0.0802,
  "de_lowest_kcal_mol": 34.7,
  "energy_ha": -175.942146,
  "symbols": ["N", "H", "H", "H", "H", "C", "C", "C", "H", "H", "H", "H", "H", "H", "H", "H"],
  "positions_angstrom": [[-2.269, 0.520, -1.456], [-1.427, 0.694, -0.888], [-3.008, 0.353, -0.704], [-2.451, 1.254, -2.137], [-2.138, -0.406, -1.918], [0.511, 0.980, 0.275], [0.568, -0.390, 1.075], [1.734, -1.288, 0.540], [1.369, 1.673, 0.594], [-0.452, 1.554, 0.290], [0.679, 0.807, -0.745], [-0.525, -0.904, 0.827], [0.683, -0.233, 2.160], [1.834, -2.294, 1.140], [1.672, -1.401, -0.519], [2.765, -0.544, 0.752]],
  "lowdin_charge": [0.31, 0.07, 0.20, 0.16, 0.17, -0.16, -0.32, -0.14, 0.11, 0.06, 0.03, 0.12, 0.09, 0.10, 0.03, 0.15]
}